The following is a quantum chemistry calculation of a molecular structure, C31H53BrNO3P3Pd at a distorted geometry, from OMol25.

CARTESIAN COORDINATES (ANGSTROEM)
C1 0.099543 4.147474 -3.778697
C2 -0.192714 2.882246 -4.364101
C3 -0.276199 2.853428 -5.775511
C4 -0.194417 4.050703 -6.493292
N1 0.021180 5.224580 -5.912461
C5 0.175947 5.276246 -4.596825
C6 -0.468515 1.691970 -3.585272
C7 -0.574299 1.191128 -2.348889
C8 -0.604494 1.457733 -0.940649
C9 0.481935 1.979390 -0.161848
C10 0.429979 1.903094 1.208462
C11 -0.611227 1.140105 1.820535
C12 -1.830573 1.048130 1.105282
C13 -1.803261 1.160555 -0.262868
Pd1 -1.156182 -0.122599 -3.596038
P1 2.551671 -1.317545 0.563248
H1 -0.415516 1.919791 -6.319562
H2 0.258734 4.267996 -2.710331
H3 -0.294197 4.038731 -7.579057
H4 0.379633 6.263420 -4.183796
H5 -2.719423 1.008299 -0.844831
H6 1.342444 2.416778 -0.677320
H7 -2.803473 0.968396 1.596219
H8 1.149751 2.453955 1.808262
C14 2.852485 -2.961944 1.231901
C15 4.064506 -3.692213 0.687884
H9 1.948137 -3.550529 1.019004
H10 2.909578 -2.844827 2.324179
H11 4.098686 -4.682312 1.149849
H12 4.009480 -3.831715 -0.395398
H13 5.005699 -3.186202 0.907293
C16 2.771434 -1.143058 -1.234724
C17 4.032769 -0.393115 -1.690412
H14 1.881540 -0.601425 -1.605855
H15 2.734409 -2.150585 -1.687200
H16 4.133733 -0.452345 -2.784460
H17 3.971853 0.672007 -1.427020
H18 4.958825 -0.784141 -1.247722
C18 3.434776 -0.015858 1.448595
C19 4.880419 -0.395828 1.777888
H19 2.865614 0.213633 2.361181
H20 3.398188 0.895530 0.827820
H21 5.384037 0.422958 2.305358
H22 4.940518 -1.282338 2.418835
H23 5.478040 -0.609751 0.883940
Br1 0.339651 -1.191153 1.082834
P2 -2.025602 -2.361245 -3.238313
C20 -0.323303 -2.928650 -2.821368
C21 -0.250446 -4.394557 -2.343120
H24 0.047344 -2.233365 -2.045816
H25 0.261207 -2.783515 -3.746804
H26 0.779929 -4.665395 -2.064679
H27 -0.883731 -4.578925 -1.463981
H28 -0.554419 -5.075703 -3.149751
C22 -2.610845 -1.599848 -1.638018
C23 -3.277926 -2.603781 -0.689044
H29 -3.331379 -0.814609 -1.937079
H30 -1.721025 -1.139799 -1.166610
H31 -3.394069 -2.131267 0.299112
H32 -4.277287 -2.848625 -1.068221
H33 -2.692817 -3.524164 -0.585872
C24 -2.009643 -1.466411 -4.862274
C25 -2.360958 -2.231428 -6.201557
H34 -0.960131 -1.010125 -5.218606
H35 -2.844664 -0.699343 -4.936972
H36 -1.838850 -1.726274 -7.021765
H37 -2.096572 -3.284821 -6.222974
H38 -3.431120 -2.133091 -6.395071
C26 -3.114669 -1.976892 4.427268
C27 -2.831110 -0.668038 3.769335
O1 -1.383286 -0.360860 4.066822
P3 -0.704517 0.973588 3.574579
O2 0.753704 1.047401 4.124320
C28 1.224222 0.681214 5.535507
C29 0.414505 1.362470 6.606252
O3 -1.629983 2.134616 4.084613
C30 -1.308527 3.584606 3.925050
C31 -2.605142 4.324194 3.993199
H39 -2.470565 -2.751115 4.014927
H40 -4.144341 -2.278319 4.247676
H41 -2.974506 -1.926582 5.504765
H42 -2.907427 -0.721643 2.677277
H43 -3.459844 0.143418 4.157198
H44 1.187069 -0.409931 5.582021
H45 2.257576 1.027164 5.520883
H46 -0.665955 1.217796 6.465820
H47 0.677459 0.920025 7.574953
H48 0.658830 2.434315 6.639744
H49 -0.625513 3.832470 4.743398
H50 -0.806865 3.719940 2.961317
H51 -3.194055 4.056221 4.868101
H52 -2.385697 5.386525 4.024296
H53 -3.205753 4.143589 3.105018

Forces on atoms 1 to 2 (eV/Å):
C -0.188 -0.479 -0.189
C -0.102 0.733 -0.957

Calculated values
**F_max**: 5.72 eV Å⁻¹
**Multiplicity**: 3
**HOMO level (spin up / spin down)**: -0.3488 / -0.4430 Ha
**Net charge**: +2
**Frontier orbital gap (spin up / spin down)**: 4.0 / 4.2 eV
**Relative energy (zero: lowest compared OMol25 entry of this formula, charge and spin)**: 3.035 eV